1.
{"formula": "C5H15NO", "method": "the ωB97M-V functional and the def2-TZVPD basis", "symbols": ["C", "C", "C", "C", "C", "N", "H", "H", "H", "H", "H", "H", "H", "H", "H", "H", "H", "H", "H", "O", "H", "H"], "coordinates": [[1.44809, 1.80863, 2.23363], [0.19518, 1.48098, 1.51769], [0.28887, 1.05898, 0.07033], [1.00292, -0.28766, -0.13394], [0.07462, -1.49623, -0.36232], [-0.48451, -1.54633, -1.84306], [2.30043, 1.00962, 2.20495], [1.29025, 2.10765, 3.26117], [2.07799, 2.55608, 1.70799], [-0.47635, 0.83710, 1.96857], [-0.46569, 2.32500, 1.50451], [0.78031, 1.86740, -0.38552], [-0.84658, 0.87494, -0.47032], [1.87401, -0.32567, 0.61531], [1.47533, -0.29096, -1.05654], [-0.76417, -1.49209, 0.32476], [0.72505, -2.38896, -0.10367], [0.08604, -0.83550, -2.39027], [-0.27804, -2.32019, -2.36368], [-3.73163, -1.48228, -2.30103], [-3.72223, -2.29338, -1.88912], [-2.84990, -1.16711, -2.10943]], "atomic_forces_ev_per_a": [[3.411, -0.996, -0.472], [-1.036, 0.702, -1.352], [-2.860, -2.050, -0.936], [0.016, 0.672, 1.123], [0.924, -1.335, -0.561], [1.167, 4.519, 2.432], [-1.933, 0.567, 0.469], [0.052, 0.073, 0.148], [-0.942, 0.402, 0.241], [-0.704, -2.052, 1.705], [-0.046, 1.207, 0.019], [0.670, 0.870, -1.378], [3.010, 1.041, 1.642], [-1.565, -0.782, -0.757], [1.469, 0.515, -1.859], [-0.256, -0.046, -0.070], [-1.034, 0.611, -0.621], [-1.121, -0.698, 1.046], [0.628, -3.173, -0.811], [-0.261, 2.581, -1.298], [-0.289, -2.999, 1.380], [0.700, 0.372, -0.093]], "mulliken_charge": [-1.0732, -0.5101, -0.4579, -0.6491, -0.4897, -0.4924, 0.2566, 0.3318, 0.2977, 0.3751, 0.3435, 0.4190, 0.1330, 0.2508, 0.3454, 0.2731, 0.2516, 0.2135, 0.2140, -0.6686, 0.2927, 0.3433], "spin_multiplicity": 1, "homo_energy_ev": -9.96, "total_charge": 0, "relative_energy_ev": 2.257, "gap_ha": 0.4006, "lumo_ha": 0.034, "smiles": "CCCCCN.O"}

2.
{"formula": "C5H15NO", "method": "the ωB97M-V functional and the def2-TZVPD basis", "symbols": ["C", "C", "N", "C", "C", "C", "H", "H", "H", "H", "H", "H", "H", "H", "H", "H", "H", "H", "H", "O", "H", "H"], "coordinates": [[-0.40165, -1.08881, -1.42834], [0.09355, -1.44330, -0.02852], [0.60187, -0.46271, 0.88070], [-0.39144, 0.46152, 1.37991], [1.92452, 0.04210, 0.64967], [1.79059, 1.15624, -0.56090], [0.40652, -0.93584, -2.15069], [-1.29325, -0.35308, -1.37481], [-0.91284, -2.02418, -1.74095], [-0.76566, -1.92834, 0.57244], [0.85938, -2.26870, -0.31140], [0.08345, 0.96135, 2.20388], [-0.89848, 1.24585, 0.75991], [-1.02987, -0.18666, 1.99972], [2.20077, 0.60501, 1.50190], [2.80465, -0.67051, 0.27589], [1.08293, 1.93212, -0.29876], [2.84522, 1.54843, -0.65442], [1.59623, 0.82075, -1.60313], [-3.47535, 1.22502, 0.08447], [-4.31036, 0.80362, -0.14093], [-2.81078, 0.56012, -0.01562]], "atomic_forces_ev_per_a": [[-2.408, -0.198, 0.333], [-0.140, -2.278, 0.172], [0.629, -1.143, -0.366], [0.371, -0.591, 1.331], [-0.066, 1.125, -4.413], [2.735, -0.780, 0.362], [-0.476, 0.651, 0.172], [1.849, -0.515, -0.589], [0.298, 0.394, -0.121], [1.104, 0.351, -1.183], [-0.825, 1.208, 1.347], [0.463, 0.927, 0.236], [0.351, -0.964, 0.070], [-0.907, 0.374, -0.794], [0.711, 0.387, 0.930], [-2.359, 0.889, 1.261], [0.052, 0.210, 0.080], [-1.091, 0.320, 0.165], [-0.247, -0.353, 0.989], [-0.693, 0.694, 0.088], [0.067, -0.014, -0.005], [0.582, -0.694, -0.064]], "mulliken_charge": [-0.9179, -0.5103, 0.1493, -1.2326, -0.5538, -0.9392, 0.3603, 0.1102, 0.3709, 0.3367, 0.2167, 0.3949, 0.3095, 0.4135, 0.3691, 0.2674, 0.2784, 0.3763, 0.2182, -0.6292, 0.2883, 0.3232], "spin_multiplicity": 1, "homo_energy_ev": -7.99, "total_charge": 0, "relative_energy_ev": 2.436, "gap_ha": 0.3242, "lumo_ha": 0.031, "smiles": "CCN(C)CC.O"}

3.
{"formula": "C5H15NO", "method": "the ωB97M-V functional and the def2-TZVPD basis", "symbols": ["C", "C", "C", "C", "N", "C", "H", "H", "H", "H", "H", "H", "H", "H", "H", "H", "H", "H", "H", "O", "H", "H"], "coordinates": [[-0.90880, -1.17915, 2.03702], [0.47028, -0.53432, 2.16097], [0.83198, 0.36315, 0.98964], [1.02769, -0.42328, -0.33417], [0.60431, 0.37025, -1.48503], [-0.53786, -0.26204, -2.18423], [-1.69578, -0.47601, 1.75672], [-1.18597, -1.57495, 3.00711], [-0.90452, -1.98770, 1.31369], [0.56441, -0.02037, 3.12193], [1.20367, -1.34271, 2.24376], [-0.00327, 1.02373, 0.73975], [1.72025, 0.96381, 1.15037], [2.07767, -0.68459, -0.44990], [0.48426, -1.36892, -0.28706], [1.32250, 0.43376, -2.19553], [-1.34870, -0.42396, -1.46867], [-0.88817, 0.32868, -3.02366], [-0.25763, -1.24965, -2.57533], [-0.65591, 2.97407, -1.36200], [-0.32677, 2.07565, -1.59090], [-1.59364, 2.99455, -1.56448]], "atomic_forces_ev_per_a": [[0.066, 0.256, 0.238], [0.301, -0.195, 0.149], [-0.553, -0.426, -1.006], [0.466, 0.258, 0.601], [-0.804, -0.278, -1.188], [0.338, -0.533, 0.483], [0.134, 0.143, -0.069], [-0.158, -0.319, 0.102], [-0.095, -0.151, -0.080], [-0.177, 0.267, -0.188], [0.101, -0.052, -0.080], [0.093, 0.266, 0.441], [0.041, 0.196, 0.248], [0.159, -0.097, 0.024], [-0.104, -0.013, -0.109], [0.317, 0.054, 0.335], [-0.033, 0.185, -0.136], [-0.044, 0.284, -0.003], [-0.112, -0.010, -0.002], [0.121, -0.232, -0.186], [-0.022, 0.460, 0.479], [-0.036, -0.062, -0.053]], "mulliken_charge": [-1.1017, -0.5812, -0.3689, -0.6647, -0.3760, -1.0161, 0.2768, 0.3642, 0.3143, 0.3825, 0.2819, 0.2487, 0.3134, 0.3055, 0.2945, 0.1702, 0.3315, 0.3552, 0.4072, -0.6888, 0.4430, 0.3085], "spin_multiplicity": 1, "homo_energy_ev": -9.34, "total_charge": 0, "relative_energy_ev": 0.799, "gap_ha": 0.3778, "lumo_ha": 0.035, "smiles": "CCCCNC.O"}

4.
{"formula": "C5H15NO", "method": "the ωB97M-V functional and the def2-TZVPD basis", "symbols": ["C", "C", "N", "C", "C", "C", "H", "H", "H", "H", "H", "H", "H", "H", "H", "H", "H", "H", "H", "O", "H", "H"], "coordinates": [[1.60396, 0.98355, 1.38834], [0.19108, 0.63132, 0.99340], [0.15767, -0.51459, -0.00005], [-1.17985, -1.04985, -0.10974], [0.50178, 0.33681, -1.31600], [1.31494, -0.68109, -2.19190], [2.31817, 1.50161, 0.73186], [1.59660, 1.38469, 2.34830], [2.05247, 0.05756, 1.40942], [-0.28300, 0.31228, 1.88767], [-0.22723, 1.50779, 0.61137], [-1.97532, -0.34284, -0.36313], [-1.44889, -1.45399, 0.97457], [-1.28235, -1.90348, -0.82704], [0.98729, 1.20189, -1.13371], [-0.34952, 0.64583, -1.96636], [1.20130, -0.36770, -3.32417], [2.28498, -0.64050, -1.83140], [0.94846, -1.72040, -2.26014], [-2.91972, 0.33071, 1.87146], [-3.42717, -0.20739, 1.36466], [-2.06566, -0.01221, 1.74260]], "atomic_forces_ev_per_a": [[0.224, -0.129, -1.423], [1.206, -1.477, -0.611], [0.357, 4.277, -1.690], [-0.880, -1.647, 1.784], [-2.159, -6.356, -1.500], [-2.463, 1.496, -2.776], [-0.974, 0.573, -0.157], [0.255, 0.961, 1.596], [1.353, -2.334, 0.736], [-0.577, -0.192, 0.905], [-1.619, 1.263, -0.608], [0.175, 0.299, -0.149], [0.539, 0.267, -2.300], [0.482, 0.627, 0.620], [2.067, 2.403, 1.029], [-0.280, -0.389, 1.088], [0.851, -0.249, 2.064], [2.119, -0.315, 0.163], [-0.111, 0.544, 0.823], [0.551, 3.093, 2.704], [-2.702, -2.394, -2.293], [1.585, -0.320, -0.004]], "mulliken_charge": [-1.5885, -0.3774, -0.0807, -1.1283, -0.6874, -1.0535, 0.3251, 0.4232, 0.4483, 0.5782, 0.3906, 0.3990, 0.4661, 0.2273, 0.6012, 0.3259, 0.3017, 0.2923, 0.2664, -0.6251, 0.3471, 0.1486], "spin_multiplicity": 1, "homo_energy_ev": -9.32, "total_charge": 0, "relative_energy_ev": 2.978, "gap_ha": 0.3784, "lumo_ha": 0.036, "smiles": "CCN(C)CC.O"}

Please write out number 3 again, unchanged.
{"formula": "C5H15NO", "method": "the ωB97M-V functional and the def2-TZVPD basis", "symbols": ["C", "C", "C", "C", "N", "C", "H", "H", "H", "H", "H", "H", "H", "H", "H", "H", "H", "H", "H", "O", "H", "H"], "coordinates": [[-0.90880, -1.17915, 2.03702], [0.47028, -0.53432, 2.16097], [0.83198, 0.36315, 0.98964], [1.02769, -0.42328, -0.33417], [0.60431, 0.37025, -1.48503], [-0.53786, -0.26204, -2.18423], [-1.69578, -0.47601, 1.75672], [-1.18597, -1.57495, 3.00711], [-0.90452, -1.98770, 1.31369], [0.56441, -0.02037, 3.12193], [1.20367, -1.34271, 2.24376], [-0.00327, 1.02373, 0.73975], [1.72025, 0.96381, 1.15037], [2.07767, -0.68459, -0.44990], [0.48426, -1.36892, -0.28706], [1.32250, 0.43376, -2.19553], [-1.34870, -0.42396, -1.46867], [-0.88817, 0.32868, -3.02366], [-0.25763, -1.24965, -2.57533], [-0.65591, 2.97407, -1.36200], [-0.32677, 2.07565, -1.59090], [-1.59364, 2.99455, -1.56448]], "atomic_forces_ev_per_a": [[0.066, 0.256, 0.238], [0.301, -0.195, 0.149], [-0.553, -0.426, -1.006], [0.466, 0.258, 0.601], [-0.804, -0.278, -1.188], [0.338, -0.533, 0.483], [0.134, 0.143, -0.069], [-0.158, -0.319, 0.102], [-0.095, -0.151, -0.080], [-0.177, 0.267, -0.188], [0.101, -0.052, -0.080], [0.093, 0.266, 0.441], [0.041, 0.196, 0.248], [0.159, -0.097, 0.024], [-0.104, -0.013, -0.109], [0.317, 0.054, 0.335], [-0.033, 0.185, -0.136], [-0.044, 0.284, -0.003], [-0.112, -0.010, -0.002], [0.121, -0.232, -0.186], [-0.022, 0.460, 0.479], [-0.036, -0.062, -0.053]], "mulliken_charge": [-1.1017, -0.5812, -0.3689, -0.6647, -0.3760, -1.0161, 0.2768, 0.3642, 0.3143, 0.3825, 0.2819, 0.2487, 0.3134, 0.3055, 0.2945, 0.1702, 0.3315, 0.3552, 0.4072, -0.6888, 0.4430, 0.3085], "spin_multiplicity": 1, "homo_energy_ev": -9.34, "total_charge": 0, "relative_energy_ev": 0.799, "gap_ha": 0.3778, "lumo_ha": 0.035, "smiles": "CCCCNC.O"}

What did the second record say?
{"formula": "C5H15NO", "method": "the ωB97M-V functional and the def2-TZVPD basis", "symbols": ["C", "C", "N", "C", "C", "C", "H", "H", "H", "H", "H", "H", "H", "H", "H", "H", "H", "H", "H", "O", "H", "H"], "coordinates": [[-0.40165, -1.08881, -1.42834], [0.09355, -1.44330, -0.02852], [0.60187, -0.46271, 0.88070], [-0.39144, 0.46152, 1.37991], [1.92452, 0.04210, 0.64967], [1.79059, 1.15624, -0.56090], [0.40652, -0.93584, -2.15069], [-1.29325, -0.35308, -1.37481], [-0.91284, -2.02418, -1.74095], [-0.76566, -1.92834, 0.57244], [0.85938, -2.26870, -0.31140], [0.08345, 0.96135, 2.20388], [-0.89848, 1.24585, 0.75991], [-1.02987, -0.18666, 1.99972], [2.20077, 0.60501, 1.50190], [2.80465, -0.67051, 0.27589], [1.08293, 1.93212, -0.29876], [2.84522, 1.54843, -0.65442], [1.59623, 0.82075, -1.60313], [-3.47535, 1.22502, 0.08447], [-4.31036, 0.80362, -0.14093], [-2.81078, 0.56012, -0.01562]], "atomic_forces_ev_per_a": [[-2.408, -0.198, 0.333], [-0.140, -2.278, 0.172], [0.629, -1.143, -0.366], [0.371, -0.591, 1.331], [-0.066, 1.125, -4.413], [2.735, -0.780, 0.362], [-0.476, 0.651, 0.172], [1.849, -0.515, -0.589], [0.298, 0.394, -0.121], [1.104, 0.351, -1.183], [-0.825, 1.208, 1.347], [0.463, 0.927, 0.236], [0.351, -0.964, 0.070], [-0.907, 0.374, -0.794], [0.711, 0.387, 0.930], [-2.359, 0.889, 1.261], [0.052, 0.210, 0.080], [-1.091, 0.320, 0.165], [-0.247, -0.353, 0.989], [-0.693, 0.694, 0.088], [0.067, -0.014, -0.005], [0.582, -0.694, -0.064]], "mulliken_charge": [-0.9179, -0.5103, 0.1493, -1.2326, -0.5538, -0.9392, 0.3603, 0.1102, 0.3709, 0.3367, 0.2167, 0.3949, 0.3095, 0.4135, 0.3691, 0.2674, 0.2784, 0.3763, 0.2182, -0.6292, 0.2883, 0.3232], "spin_multiplicity": 1, "homo_energy_ev": -7.99, "total_charge": 0, "relative_energy_ev": 2.436, "gap_ha": 0.3242, "lumo_ha": 0.031, "smiles": "CCN(C)CC.O"}